[1]
{"formula": "C21H16ClGaN2O3", "method": "ωB97M-V/def2-TZVPD", "relative_energy_kj_mol": 0.0, "elements": ["Ga", "O", "C", "C", "C", "C", "C", "C", "C", "O", "N", "N", "C", "C", "C", "C", "C", "C", "C", "O", "H", "H", "H", "H", "H", "H", "H", "H", "H", "H", "Cl", "C", "C", "C", "C", "C", "C", "C", "H", "H", "H", "H", "H", "H"], "positions_angstrom": [[8.9975, 9.4618, 11.5505], [5.6764, 8.0585, 13.7264], [6.4364, 7.3580, 14.6420], [5.8237, 6.4100, 15.4651], [6.5291, 5.7434, 16.4441], [7.9073, 5.9304, 16.5584], [8.4977, 6.8833, 15.7425], [7.7836, 7.6368, 14.8320], [8.5489, 8.5938, 13.9857], [7.8535, 9.2171, 13.0643], [9.8646, 8.6905, 14.1028], [10.3381, 9.4732, 13.0751], [11.3212, 10.2772, 13.2055], [11.7145, 11.2318, 12.1869], [12.9435, 11.9206, 12.3317], [13.3386, 12.9008, 11.4218], [12.4820, 13.2096, 10.3793], [11.2666, 12.5725, 10.2271], [10.8484, 11.6073, 11.1170], [9.6622, 11.0198, 10.8929], [4.8148, 7.6493, 13.7148], [4.7789, 6.2036, 15.2940], [6.0377, 5.0312, 17.1156], [8.4742, 5.3691, 17.2591], [9.5551, 7.0984, 15.7700], [11.8074, 10.2483, 14.1933], [13.5645, 11.6816, 13.1938], [14.3309, 13.3485, 11.5451], [12.7335, 13.9142, 9.6137], [10.6015, 12.8064, 9.3983], [11.0815, 5.3434, 5.7986], [10.2845, 6.0829, 7.1655], [8.9179, 5.9338, 7.3487], [8.3158, 6.5520, 8.4242], [9.0495, 7.3266, 9.3113], [8.3513, 7.9439, 10.5107], [10.4196, 7.4560, 9.1101], [11.0495, 6.8825, 8.0188], [8.2913, 5.3394, 6.6713], [7.2344, 6.4434, 8.5407], [8.2302, 7.1315, 11.2540], [7.3369, 8.1920, 10.2386], [10.9824, 8.1638, 9.7412], [12.0882, 7.0675, 7.7719]], "mulliken_charge": [0.37, -0.47, 0.90, -0.79, -0.49, -0.82, -0.28, 0.09, 0.65, -0.59, -0.95, 0.68, -0.10, 0.50, -0.69, -0.70, -0.33, -0.50, 0.52, -0.57, 0.31, 0.30, 0.35, 0.43, 0.46, 0.37, 0.37, 0.36, 0.39, 0.43, -0.22, 0.36, -0.61, -0.41, 0.79, -1.16, -0.19, -0.86, 0.37, 0.34, 0.35, 0.45, 0.20, 0.40]}

=====

[2]
{"formula": "C21H16ClN5O8S2Sn", "method": "ωB97M-V/def2-TZVPD", "relative_energy_kj_mol": 52.6, "elements": ["Sn", "O", "C", "O", "C", "C", "Cl", "N", "N", "C", "C", "O", "O", "C", "C", "C", "C", "C", "C", "H", "H", "H", "H", "H", "H", "O", "S", "O", "O", "O", "C", "C", "C", "N", "C", "C", "H", "H", "H", "H", "H", "C", "C", "C", "C", "N", "C", "S", "N", "H", "H", "H", "H", "H"], "positions_angstrom": [[1.5162, -0.5178, -0.8966], [0.2900, 4.1192, -4.7055], [-0.8275, 3.9112, -4.0291], [-1.8641, 4.4492, -4.3170], [-0.7420, 2.9681, -2.8647], [-1.7006, 2.8250, -1.8804], [-3.1842, 3.6311, -1.7310], [-1.2874, 1.8630, -1.0141], [-0.1145, 1.3449, -1.4285], [0.2340, 2.0104, -2.5116], [1.5891, 1.6816, -3.1127], [2.0973, 2.4775, -3.8940], [2.1084, 0.5764, -2.7209], [-1.8797, 1.3374, 0.1908], [-1.6497, 0.0073, 0.5197], [-2.1976, -0.5350, 1.6665], [-2.9945, 0.2443, 2.4916], [-3.1983, 1.5790, 2.1743], [-2.6338, 2.1369, 1.0349], [1.0459, 3.5813, -4.3424], [-1.0559, -0.6088, -0.1257], [-1.9984, -1.5717, 1.9101], [-3.4455, -0.1839, 3.3779], [-3.7942, 2.2075, 2.8234], [-2.7570, 3.1913, 0.8398], [0.9937, -1.9367, 1.2311], [1.7839, -3.0983, 0.7858], [3.2350, -2.9209, 1.5178], [2.0598, -2.9497, -0.6615], [1.3322, -4.3716, 1.2361], [-1.5572, -3.5161, -3.6362], [-1.5532, -3.6331, -2.2553], [-0.8608, -2.6990, -1.5133], [-0.2147, -1.6750, -2.0843], [-0.2298, -1.5555, -3.4169], [-0.8873, -2.4590, -4.2292], [-2.0731, -4.2481, -4.2463], [-2.0711, -4.4391, -1.7546], [-0.8067, -2.7705, -0.4326], [0.3052, -0.7085, -3.8321], [-0.8643, -2.3333, -5.3027], [1.9157, -0.5810, 5.7654], [2.2396, -0.0540, 4.3973], [1.8643, 1.2226, 3.9877], [2.1843, 1.6012, 2.7028], [2.8014, 0.7813, 1.8492], [3.1393, -0.3924, 2.3518], [3.9873, -1.4681, 1.1978], [2.9309, -0.8502, 3.5788], [2.7022, -0.3015, 6.4704], [1.8627, -1.6669, 5.7333], [0.9735, -0.1736, 6.1321], [1.3338, 1.8920, 4.6530], [1.9175, 2.5797, 2.3196]], "mulliken_charge": [1.39, -0.54, 0.43, -0.58, -0.33, 0.38, -0.12, 0.20, -0.04, 0.00, 0.98, -0.77, -0.67, 0.00, 1.26, -0.49, -0.72, -0.75, -0.59, 0.44, -0.41, 0.43, 0.43, 0.39, 0.46, -0.45, 1.05, -0.37, -0.63, -0.62, -0.13, -1.28, 0.21, 0.22, 0.01, -0.94, 0.39, 0.42, 0.40, 0.31, 0.46, -1.21, 0.91, -0.69, -0.30, -0.43, 0.50, 0.07, -0.48, 0.28, 0.33, 0.38, 0.40, 0.46]}

=====

[3]
{"formula": "C21H16N8O5", "method": "ωB97M-V/def2-TZVPD", "relative_energy_kj_mol": 0.0, "smiles": "Cn1c(-c2ccccc2)c(/C=N/N=C/c2ccc([N+](=O)[O-])o2)n2c3c(=O)[nH]c(=O)n(C)c3nc12", "elements": ["O", "O", "O", "O", "N", "N", "N", "O", "C", "C", "C", "C", "C", "C", "C", "C", "C", "C", "C", "C", "C", "C", "C", "C", "C", "C", "C", "N", "N", "N", "N", "N", "C", "C", "H", "H", "H", "H", "H", "H", "H", "H", "H", "H", "H", "H", "H", "H", "H", "H"], "positions_angstrom": [[-3.1224, 1.3913, 0.7194], [-4.1448, 5.5824, 1.4308], [-3.1030, -8.9554, -0.2303], [-0.9806, -8.7854, -0.7343], [-1.0456, -2.4754, -0.1129], [-0.0924, -1.4962, -0.1141], [0.4307, 4.3604, 0.6395], [-1.1244, -6.1392, -0.1698], [-2.7335, 2.5523, 0.7333], [-3.2555, 4.8182, 1.0976], [-0.6088, -3.6883, -0.0576], [-0.5123, -0.3019, 0.2171], [0.8132, 3.1333, 0.4273], [-2.8832, -4.8085, -0.2086], [-3.3370, -6.2011, -0.2916], [-1.5278, -4.8414, -0.1228], [-1.3596, 2.9044, 0.7029], [0.3046, 0.9614, 0.2130], [-0.9715, 4.2112, 0.7944], [1.6606, 1.1433, -0.0293], [-2.1742, -6.9559, -0.2767], [4.5799, -1.7629, -1.2388], [3.4747, -1.5499, -2.0464], [4.7843, -1.0519, -0.0491], [2.4986, -0.6260, -1.6437], [3.7768, -0.1415, 0.3618], [2.6341, 0.0928, -0.4620], [-3.6576, 3.5209, 0.9531], [-0.1918, 2.2291, 0.4998], [-1.9173, 5.2103, 0.9588], [1.9985, 2.4931, 0.0862], [-2.0758, -8.3202, -0.4204], [-1.5296, 6.6047, 1.1648], [3.1565, 3.1567, -0.5582], [0.4486, -3.9265, -0.1179], [-1.5198, -0.1885, 0.5673], [-3.4947, -3.9294, -0.1700], [-4.3599, -6.5849, -0.3540], [5.3126, -2.4963, -1.6098], [3.3314, -2.0994, -2.9498], [5.7166, -1.1803, 0.4773], [1.5775, -0.4113, -2.1768], [3.8555, 0.3818, 1.3136], [-4.5820, 3.2595, 1.2568], [-1.6549, 6.8355, 2.2205], [-2.1885, 7.2604, 0.5921], [-0.5103, 6.8272, 0.8762], [3.1037, 4.2200, -0.3217], [3.1117, 3.0181, -1.6312], [4.0887, 2.7494, -0.2061]], "mulliken_charge": [-0.69, -0.67, -0.55, -0.55, -0.62, 0.21, -0.73, -0.34, 0.61, 0.24, -0.53, -0.80, -0.01, -0.12, -0.43, 0.35, 0.49, 1.10, 0.15, -0.54, 0.04, -0.24, -0.89, -0.77, -0.06, -0.29, 0.10, -0.10, 0.08, 0.07, 0.12, 0.92, -1.00, -1.03, 0.44, 0.63, 0.53, 0.45, 0.36, 0.42, 0.40, 0.42, 0.46, 0.28, 0.31, 0.32, 0.37, 0.40, 0.33, 0.32]}

=====

[4]
{"formula": "C21H16NO3S", "method": "ωB97M-V/def2-TZVPD", "total_charge": -1, "smiles": "N#Cc1ccc([C@H]([C@H]([O-])c2ccccc2)S(=O)(=O)c2ccccc2)cc1", "elements": ["C", "C", "C", "C", "C", "O", "C", "C", "H", "H", "H", "H", "H", "H", "C", "C", "C", "C", "S", "C", "C", "C", "C", "C", "C", "N", "C", "C", "O", "O", "C", "C", "H", "H", "H", "H", "H", "H", "H", "H", "H", "H"], "positions_angstrom": [[-4.2282, -0.2281, -2.7676], [-3.6389, -1.4601, -2.4647], [-2.3481, -1.5101, -1.9284], [-1.6343, -0.3519, -1.5915], [-0.0957, -0.4580, -1.2824], [0.6372, 0.2549, -2.0492], [-2.1808, 0.8696, -2.0300], [-3.4796, 0.9419, -2.5744], [-5.2292, -0.1815, -3.2113], [-4.2019, -2.3825, -2.6492], [-1.8759, -2.4902, -1.7736], [0.1591, -1.5764, -1.0634], [-1.5703, 1.7761, -1.9804], [-3.9341, 1.9015, -2.8471], [4.2454, 3.6704, -0.9281], [3.7381, 2.7169, -1.8068], [3.1830, 1.5399, -1.3109], [3.1399, 1.3102, 0.0566], [2.3387, -0.2494, 0.6316], [0.4769, -0.2064, 0.3228], [-0.2488, -0.9630, 1.4140], [-1.5299, -0.5039, 1.7598], [-2.3221, -1.2144, 2.6555], [-1.8290, -2.3410, 3.3072], [-2.6740, -3.1551, 4.1376], [-3.3525, -3.8406, 4.8055], [-0.5459, -2.7945, 2.9887], [0.2626, -2.0994, 2.0774], [2.8110, -1.3597, -0.1906], [2.5455, -0.1632, 2.0579], [3.6672, 2.2562, 0.9487], [4.2168, 3.4360, 0.4455], [4.6032, 4.6251, -1.3103], [3.7433, 2.8796, -2.8781], [2.7379, 0.8029, -1.9737], [0.3751, 0.9037, 0.3829], [-1.9229, 0.4258, 1.3435], [-3.3487, -0.8781, 2.7902], [-0.2199, -3.7319, 3.4351], [1.2853, -2.4298, 1.8993], [3.6484, 2.0676, 2.0216], [4.5960, 4.1905, 1.1299]], "mulliken_charge": [-0.36, -0.48, -0.46, 0.58, 0.17, -0.78, -0.39, -0.44, 0.33, 0.34, 0.30, 0.06, 0.32, 0.33, -0.34, -0.63, -0.39, 0.04, 1.38, -0.61, 0.54, -0.36, -0.62, 0.50, 0.02, -0.58, -0.83, -0.31, -0.68, -0.68, -0.28, -0.46, 0.34, 0.38, 0.34, 0.45, 0.36, 0.38, 0.38, 0.36, 0.40, 0.36]}

=====

[5]
{"formula": "C21H16NO4", "method": "ωB97M-V/def2-TZVPD", "total_charge": -1, "smiles": "CCOC(=O)[C@@H](C#N)[C@@H](C1=C([O-])c2ccccc2C1=O)c1ccccc1", "elements": ["C", "C", "O", "C", "C", "C", "N", "O", "H", "H", "H", "H", "H", "H", "C", "C", "C", "C", "C", "C", "C", "O", "C", "C", "C", "C", "C", "C", "C", "C", "C", "O", "H", "H", "H", "H", "H", "H", "H", "H", "H", "H"], "positions_angstrom": [[-3.1238, -0.4305, 2.4087], [-1.7222, -0.0387, 2.0821], [-0.7857, -0.5232, 3.1222], [0.4125, 0.0170, 3.0279], [1.6286, -0.7030, 3.7739], [2.4675, -1.1358, 2.6575], [3.1926, -1.5270, 1.8551], [0.6248, 1.0555, 2.4028], [-3.7672, -0.2495, 1.5559], [-3.2572, -1.4515, 2.7156], [-3.5498, 0.1837, 3.1751], [-1.4161, -0.5363, 1.1442], [-1.6142, 1.0491, 2.0585], [1.2867, -1.6180, 4.2137], [0.0441, 2.0583, 10.3712], [1.2818, 1.7762, 9.7676], [1.2239, 1.2264, 8.4721], [0.0255, 0.9943, 7.7908], [-1.1975, 1.2687, 8.4271], [-1.1942, 1.8136, 9.7208], [0.3991, 0.5452, 6.4078], [-0.3883, 0.1275, 5.5271], [1.8060, 0.5966, 6.2355], [2.3962, 0.2143, 4.8470], [3.7627, -0.3961, 5.1738], [3.8031, -1.3843, 6.1836], [5.0117, -1.9374, 6.6463], [6.1916, -1.5745, 5.9915], [6.1639, -0.7534, 4.8550], [4.9196, -0.2433, 4.4577], [2.4153, 0.9549, 7.5713], [3.5660, 1.0494, 8.0011], [0.0343, 2.5295, 11.3499], [2.2471, 2.0104, 10.2644], [-2.1142, 1.0774, 7.8742], [-2.1437, 2.0754, 10.2082], [2.4025, 1.1039, 4.1787], [2.9052, -1.7830, 6.6917], [5.0875, -2.6142, 7.5364], [7.1791, -1.9167, 6.3695], [7.0738, -0.4659, 4.2874], [4.8678, 0.2702, 3.5068]], "mulliken_charge": [-1.27, -0.16, -0.22, 0.10, 0.75, 0.00, -0.63, -0.66, 0.40, 0.33, 0.32, 0.23, 0.30, 0.38, -0.29, -0.45, 0.32, -0.45, -0.28, -0.55, 0.82, -0.81, -0.75, 0.39, 0.03, -0.03, -0.82, -0.24, -0.80, -0.01, 0.06, -0.79, 0.35, 0.40, 0.44, 0.35, 0.60, 0.33, 0.30, 0.29, 0.31, 0.40]}

=====

Number 1: orbital gap 8.15 eV. Number 2: orbital gap 8.57 eV. Number 3: orbital gap 7.11 eV. Number 4: orbital gap 7.02 eV. Number 5: orbital gap 7.05 eV.